Entry 1:
The following is a quantum chemistry calculation of 2 unconnected molecules or ions with the total composition C3H9NOS at a distorted geometry, from the Open Molecules 2025 dataset.

Each line ends with the Löwdin charge.
Geometry (Å):
H: -1.544 0.253 -0.202  0.111
N: -1.918 0.848 1.786  0.090
H: -0.817 0.746 2.004  0.133
C: 1.062 1.018 -1.578  -0.382
C: -2.345 0.194 0.621  -0.418
H: 0.843 -1.757 -0.773  0.072
H: 1.664 -2.006 1.001  0.059
C: 1.708 -1.458 -0.008  -0.448
H: 1.134 0.113 -2.202  0.037
H: 1.811 1.670 -2.001  0.014
H: 2.582 -1.914 -0.371  -0.013
H: -2.482 0.560 2.480  0.023
S: 1.558 0.365 0.091  0.672
H: 0.188 1.637 -1.288  0.026
O: -3.441 -0.268 0.441  0.023

Force components x, y, z for each atom (eV/Å):
-0.8914 -0.2596 0.8523
4.8946 -0.3157 -3.0289
-3.5207 0.3564 -0.8704
0.7825 -0.7518 1.3091
1.6500 1.0306 -0.7386
1.6403 0.0762 2.0199
-0.8505 1.3779 -1.2155
-2.9992 -0.8819 -0.6833
-1.4170 0.5598 -0.1327
0.4368 0.2758 0.2873
1.5633 0.2791 -1.0420
-2.1812 -0.8378 3.4679
0.8139 0.0748 0.7450
-0.0184 -0.9852 -1.2270
0.0971 0.0013 0.2568

Values from the calculation:
Structure (SMILES): NC=O.CSC
LUMO in eV: 0.7
Gap between HOMO and LUMO in Ha: 0.3519

---

Entry 2:
The following is a quantum chemistry calculation of 2 unconnected molecules or ions with the total composition C4H9N2 at a distorted geometry, from the Open Molecules 2025 dataset.

Each line ends with the Löwdin charge.
Geometry (Å):
C: 1.814 -1.217 -0.074  -0.054
C: -0.315 -1.588 -1.660  -0.018
H: -1.029 -2.307 -1.267  0.133
H: -0.026 2.013 0.236  0.158
H: 0.358 -2.124 -2.273  0.093
H: 2.045 -0.333 0.562  0.097
H: 2.695 -1.042 -0.786  0.146
C: 0.450 -1.093 -0.513  0.124
H: -2.254 2.380 2.191  0.045
C: -0.868 1.619 0.973  -0.390
N: -1.337 0.475 0.766  0.148
H: -1.295 3.560 1.568  0.108
H: -0.969 -0.737 -1.945  0.130
N: -1.445 2.585 1.774  0.113
H: 2.175 -2.191 0.448  0.169

Force components x, y, z for each atom (eV/Å):
2.1180 0.7854 0.7795
0.2906 1.3727 2.6447
-0.4645 -0.2951 0.4209
-1.2834 -0.7604 1.7978
0.4096 -0.1874 -1.5314
-0.4052 -0.7940 0.5460
-1.6173 -0.6567 -0.3444
-0.0791 -0.6403 -0.9677
-3.7519 -1.0447 1.9696
0.3600 2.3245 -1.7515
0.7519 -1.1125 -0.0717
0.2116 -0.1797 -0.0498
0.4419 -0.5115 -0.6029
4.2286 0.3621 -2.2055
-1.2105 1.3377 -0.6334

Values from the calculation:
LUMO (alpha / beta) in eV: -6.1 / -6.7
Gap between HOMO and LUMO (alpha / beta) in Ha: 0.2748 / 0.2402
Net charge: +1

---

Entry 3:
The following is a quantum chemistry calculation of 2 unconnected molecules or ions with the total composition C2H3N3OS at a distorted geometry, from the Open Molecules 2025 dataset.

Each line ends with the Löwdin charge.
Geometry (Å):
H: 0.649 0.554 -1.416  0.076
N: -0.701 0.510 0.171  0.003
N: -0.808 -1.663 0.118  0.009
C: -1.170 -0.627 0.750  -0.250
S: 2.938 0.203 0.415  0.760
O: 2.130 1.256 -0.269  -0.712
C: -0.068 -1.284 -0.965  -0.170
H: -1.598 -0.413 1.798  0.146
H: -1.269 1.403 0.374  0.190
N: -0.103 0.062 -0.976  -0.053

Force components x, y, z for each atom (eV/Å):
-0.1508 0.6946 -0.0296
-1.6791 2.0212 1.4608
-0.3758 -2.6194 0.4291
-0.1653 2.9468 2.5450
-0.3409 0.4374 -0.2803
0.8388 -0.2332 0.4226
0.5475 0.1461 -1.1561
0.1548 -1.0919 -1.8539
1.6783 -1.5985 -1.1601
-0.5075 -0.7031 -0.3775

Values from the calculation:
LUMO (alpha / beta) in eV: -2.0 / -2.0
Gap between HOMO and LUMO (alpha / beta) in Ha: 0.2315 / 0.2320

---

Which molar mass belongs to each record? In order, 107.2, 85.1, 117.1 g/mol.
Which ΔE to the lowest compared entry with this formula, charge and spin belongs to each record? In order, 1.7474, 7.4131, 4.5208 eV.